The following is a quantum chemistry calculation of a structure of composition C17H36NO2PReSi, from OMol25.

Structure (XYZ):
```
59
Properties=species:S:1:pos:R:3:forces:R:3
H -1.13024 0.01847 -3.68475 0.04 0.17 0.12
H -0.03468 -2.99172 1.53375 0.09 0.10 0.25
C 0.52388 -2.22665 2.08731 0.16 -0.01 0.01
C 0.76152 2.81762 -1.94315 0.01 0.18 0.07
H -0.25398 -2.05514 -2.88902 -0.10 -0.10 -0.03
H 2.60819 -2.39500 -2.14430 -0.05 -0.23 0.21
H -3.54616 1.76573 0.78499 -0.24 -0.22 -0.19
C -0.87833 1.03886 -3.37745 0.12 0.03 0.04
C 1.91311 0.53928 -3.09398 -0.04 0.03 0.08
H -0.41782 -2.71812 3.97640 0.28 0.08 0.04
H 0.40216 0.06195 3.48815 -0.27 0.03 -0.12
H 1.16808 -3.42837 3.69443 -0.06 0.10 0.03
C -3.63284 -0.99699 -1.25244 0.19 0.38 0.20
H 2.25595 -3.21242 -0.57782 0.07 0.05 -0.33
H -0.53455 1.60659 -4.25289 -0.07 -0.12 0.18
C -5.86434 -0.15139 -0.86281 -0.18 -0.01 -0.01
C -3.98439 0.97638 0.16737 0.41 -0.37 -0.29
H -5.39583 -1.87582 -2.08944 0.00 0.18 0.16
Re 0.01626 -0.09223 -0.19769 3.95 -1.70 1.98
C -1.76349 -0.32102 3.43155 0.09 0.22 0.08
H -2.92635 -1.71230 -1.69012 -0.37 0.25 0.10
H -1.77804 1.51940 -2.97174 0.22 -0.17 0.00
C 1.87440 -2.98948 -1.58397 -0.11 -0.06 0.00
H 1.07570 -1.72907 4.15131 -0.16 -0.21 -0.13
H 1.99474 1.22550 -3.94716 0.02 -0.18 0.16
H -2.56589 -0.35578 2.68702 0.20 0.00 0.05
H -0.48020 0.98298 2.25397 0.02 -0.47 0.12
H 1.53914 -2.20763 1.66966 -0.19 0.09 0.08
H 0.96633 3.25239 -2.93079 -0.09 -0.12 0.15
H 1.68152 -3.93538 -2.11378 0.21 0.24 0.14
C -5.00310 -1.07909 -1.45799 0.27 0.08 0.11
H -0.66405 -3.09152 -0.76392 -0.09 -0.16 -0.11
O -0.11707 -0.98035 1.75121 -0.25 0.35 0.87
H 1.27563 1.10170 0.56106 -2.00 1.37 -0.72
H 2.19503 1.40669 2.09892 0.44 -0.68 0.04
H -6.02527 1.58174 0.42083 0.11 -0.17 -0.12
C 0.57706 -2.51434 3.57170 0.04 -0.53 0.04
H 1.81316 -0.48733 -3.46378 0.00 0.19 0.09
H 4.96146 -0.95162 1.04833 -0.08 0.10 -0.03
H 2.82255 0.61311 -2.48416 -0.21 -0.04 -0.11
H 3.95551 1.12186 2.22211 -0.36 -0.11 0.12
H 4.52981 -0.89826 -0.67364 -0.23 0.18 0.18
C 3.08354 -0.01452 0.70635 -0.76 -2.90 -1.13
C -0.43351 0.01516 2.77932 -0.19 -0.40 -0.09
H -1.72647 -1.27011 3.97258 -0.10 0.25 -0.12
H -1.99402 0.46964 4.14994 -0.09 -0.04 0.01
C -3.08020 0.05211 -0.44915 -0.07 -0.34 -0.28
N -1.74268 0.15494 -0.27831 -3.54 1.75 0.46
C -5.35084 0.86504 -0.04764 0.15 -0.11 -0.05
O 2.16231 -0.63513 0.09294 2.18 1.28 0.67
C 2.98303 0.63700 2.02934 0.29 1.26 1.00
H -6.93912 -0.22564 -1.03460 0.29 0.05 0.07
H 5.08042 0.57421 0.19141 -0.03 -0.09 -0.02
H 1.62386 2.98557 -1.28889 -0.21 -0.08 -0.07
C 4.48497 -0.34198 0.26706 0.30 0.21 -0.10
P 0.44415 1.01707 -2.08760 0.27 1.30 -2.63
H -0.11072 3.31898 -1.50695 0.17 -0.15 -0.03
H 2.84946 -0.12018 2.82877 -0.04 0.09 -0.44
Si 0.21157 -2.09339 -1.46611 -0.46 -0.85 -0.80
```
Positions in Å, forces in eV/Å.

Results
Spin multiplicity ... 4
E_HOMO (spin up / spin down) ... -4.254 / -7.224 eV
Kohn-Sham gap (spin up / spin down) ... 4.2715 / 6.9024 eV
Energy ... -43089.7197 eV
Expectation value of S² ... 3.794

Results of the Löwdin charge analysis, in e, for atoms 1 through 6: atom 1 (H): 0.02, atom 2 (H): 0.11, atom 3 (C): -0.24, atom 4 (C): -0.27, atom 5 (H): -0.07, atom 6 (H): 0.00